(1)
{
  "formula": "C2H5FSi",
  "method": "ωB97M-V/def2-TZVPD",
  "homo_lumo_gap_ev": 11.362,
  "charge": 0,
  "spin_multiplicity": 1,
  "relative_energy_kj_mol": 468.7,
  "elements": ["Si", "H", "H", "H", "H", "C", "C", "F", "H"],
  "xyz": [[1.89251, 0.72367, -0.09607], [0.41930, 0.65145, -0.45074], [2.66107, -0.15063, 0.93714], [2.02288, 1.87434, 0.85146], [2.76194, 0.84813, -1.27062], [-2.49375, -1.66094, 0.02228], [-2.37491, -0.45249, 0.11011], [-2.49770, 0.81021, 0.09719], [-2.39133, -2.64373, -0.20075]],
  "mulliken_charge": [0.326, -0.113, -0.053, -0.083, -0.078, -0.251, 0.093, -0.213, 0.373]
}

***

(2)
{
  "formula": "C2H5I2P",
  "method": "ωB97M-V/def2-TZVPD",
  "homo_lumo_gap_ev": [5.421, 6.048],
  "charge": 0,
  "spin_multiplicity": 3,
  "relative_energy_kj_mol": 213.7,
  "elements": ["C", "C", "P", "I", "I", "H", "H", "H", "H", "H"],
  "xyz": [[-0.61987, 0.87226, -0.82300], [0.55594, -0.12251, -0.23309], [0.27804, -0.46228, 1.59404], [2.50271, 0.80591, -0.17333], [-1.79540, -1.66095, 1.62374], [-1.09228, 1.58045, -0.17612], [-1.47609, 0.14341, -1.16879], [-0.10503, 1.51703, -1.42628], [0.63336, -0.97246, -1.04050], [1.11862, -1.70086, 1.82334]],
  "mulliken_spin": [0.012, 0.016, 0.927, 0.069, 0.927, -0.002, 0.001, 0.000, 0.003, 0.047]
}

***

(3)
{
  "formula": "C2H5IN2",
  "method": "ωB97M-V/def2-TZVPD",
  "homo_lumo_gap_ev": 9.678,
  "charge": 0,
  "spin_multiplicity": 1,
  "relative_energy_kj_mol": 144.4,
  "elements": ["N", "N", "C", "C", "I", "H", "H", "H", "H", "H"],
  "xyz": [[-0.81649, -1.32803, 0.37323], [0.23364, -0.52512, -0.14752], [0.49972, 0.72770, 0.51333], [0.00812, 0.64797, -0.91296], [1.48561, 0.88184, -2.36204], [-1.09739, -1.28888, 1.36839], [-0.53765, -2.32700, 0.46495], [1.54640, 0.97796, 0.72668], [-0.31427, 1.07389, 1.11582], [-1.00768, 1.15968, -1.13987]],
  "mulliken_charge": [-0.686, 0.026, -0.575, -0.236, 0.025, 0.238, 0.246, 0.238, 0.331, 0.393]
}